(1)
{"formula": "C36H54ClN4O11S3", "method": "wB97M-V/def2-TZVPD", "fmax_ha_per_bohr": 0.0800, "charge": 1, "de_lowest_kcal_mol": 44.3, "lumo_energy_ha": -0.2027, "symbols": ["C", "C", "C", "Cl", "C", "C", "C", "C", "C", "S", "C", "S", "N", "C", "C", "C", "C", "C", "C", "C", "C", "C", "C", "C", "C", "C", "C", "C", "C", "O", "N", "C", "O", "C", "C", "O", "C", "N", "N", "S", "C", "O", "O", "H", "H", "H", "H", "H", "H", "H", "H", "H", "H", "H", "H", "H", "H", "H", "H", "H", "H", "H", "H", "H", "H", "H", "H", "H", "H", "H", "H", "H", "H", "H", "H", "H", "H", "H", "H", "H", "H", "H", "H", "H", "H", "C", "O", "C", "O", "O", "C", "H", "H", "H", "H", "H", "H", "C", "O", "C", "O", "O", "C", "H", "H", "H", "H", "H", "H"], "positions_angstrom": [[5.298502, 2.700508, 3.718484], [4.703386, 2.516656, 2.282586], [3.164657, 2.389726, 2.423953], [2.312585, 3.962486, 2.298671], [2.528266, 1.287551, 1.493880], [2.333331, 0.031080, 2.356061], [0.910646, -0.050189, 2.987049], [0.440005, 1.224786, 3.709184], [-1.078287, 1.029987, 4.020592], [-1.960048, 2.173787, 2.898898], [-3.642523, 1.541564, 2.749877], [-4.658428, 1.707374, 4.004261], [-4.120843, 0.883986, 1.567908], [-3.319332, 1.164441, 0.390195], [-2.123371, 0.543980, 0.042062], [-1.462214, 0.891785, -1.107242], [-1.922761, 1.894723, -1.951091], [-3.090275, 2.533933, -1.584036], [-3.778728, 2.159616, -0.447742], [-4.308497, -0.535080, 1.811840], [-5.578025, -1.041542, 1.613225], [-5.827163, -2.379251, 1.869056], [-4.848082, -3.233859, 2.316138], [-3.542431, -2.743419, 2.518089], [-3.328911, -1.405845, 2.265592], [2.508107, -1.324555, 1.591065], [2.925363, -2.395533, 2.649772], [4.445142, -2.648672, 2.778472], [5.308416, -1.398844, 2.930947], [6.675628, -1.752026, 3.111588], [3.449576, -1.227817, 0.431647], [3.520613, -2.446440, -0.393519], [2.424630, -3.327810, -0.261044], [1.552012, -3.299895, -1.344640], [0.084925, -3.067137, -0.980208], [1.882105, -3.485442, -2.487714], [3.015704, -0.151343, -0.305460], [2.269645, -0.292793, -1.434000], [3.353212, 1.071389, 0.239622], [3.153945, 2.363690, -0.907985], [3.965910, 1.947377, -2.485833], [1.767714, 2.604845, -1.175784], [3.789699, 3.554527, -0.453028], [6.365155, 2.440644, 3.644517], [4.877554, 1.974182, 4.429422], [5.190845, 3.722912, 4.089546], [4.947587, 3.437014, 1.746844], [5.176684, 1.618716, 1.873673], [2.989263, 2.053873, 3.449153], [1.529362, 1.652460, 1.197735], [3.023598, -0.029213, 3.209087], [0.208312, -0.233585, 2.152121], [0.832929, -0.899404, 3.676878], [0.489902, 2.050699, 2.987626], [0.999446, 1.483809, 4.613796], [-1.280976, 1.248688, 5.074605], [-1.352996, -0.011795, 3.829116], [-1.688415, -0.228977, 0.670639], [-0.538394, 0.397836, -1.420735], [-1.354607, 2.137884, -2.845482], [-3.450550, 3.337146, -2.226606], [-4.694515, 2.693744, -0.199617], [-6.365992, -0.373308, 1.275203], [-6.842277, -2.753275, 1.742224], [-5.033971, -4.280659, 2.544482], [-2.747341, -3.385436, 2.886264], [-2.322082, -1.023760, 2.445335], [1.488093, -1.604562, 1.284955], [2.488649, -2.207084, 3.634196], [2.483384, -3.339518, 2.296754], [4.586483, -3.225836, 3.705353], [4.856261, -3.290647, 1.987719], [4.982764, -0.867324, 3.847761], [5.249281, -0.689215, 2.090894], [7.208501, -0.949955, 3.089205], [3.702296, -2.222349, -1.451645], [4.414095, -2.995263, -0.070819], [-0.207053, -3.938222, -0.366644], [-0.068731, -2.188998, -0.340372], [-0.549595, -3.097877, -1.867240], [1.264217, -0.382809, -1.329738], [2.653039, -0.331072, -2.365872], [4.247343, 2.919593, -2.898491], [3.180028, 1.532703, -3.122666], [4.812891, 1.273185, -2.322333], [-3.779487, -3.302309, -0.796659], [-3.825554, -3.460982, -2.215770], [-4.345165, -4.624717, -2.615722], [-4.752221, -5.497848, -1.896200], [-4.332104, -4.648199, -3.947736], [-4.864675, -5.845981, -4.519009], [-3.344248, -2.326616, -0.586534], [-4.779131, -3.328818, -0.374745], [-3.152224, -4.070776, -0.344075], [-5.909471, -5.973022, -4.240587], [-4.280143, -6.711691, -4.211504], [-4.798670, -5.742539, -5.598739], [-1.280396, 6.326839, -4.112200], [-1.367403, 6.169816, -5.528910], [-1.896644, 5.011809, -5.922380], [-2.286114, 4.130980, -5.198046], [-1.920140, 4.997563, -7.252692], [-2.468540, 3.806254, -7.820577], [-0.836997, 7.301004, -3.924630], [-2.270872, 6.298472, -3.660267], [-0.640631, 5.559181, -3.677807], [-3.505882, 3.677336, -7.516058], [-1.876741, 2.937117, -7.536871], [-2.430822, 3.919867, -8.900511]], "atomic_forces_ev_per_a": [[0.52, -0.62, -0.70], [-0.26, 0.77, 1.93], [0.42, -0.57, -0.50], [0.23, -0.25, -0.03], [-0.06, 1.49, 2.06], [0.13, -1.52, -0.26], [0.27, 0.85, -0.33], [-1.00, -0.35, -0.66], [0.29, 0.04, 0.52], [0.17, 0.03, -0.63], [-1.05, -0.23, 0.82], [0.30, -0.11, -0.07], [2.40, -0.22, 0.26], [-0.20, 0.22, -0.39], [0.07, -0.78, 0.62], [0.62, 0.13, -0.85], [0.12, -0.28, 0.32], [0.25, 0.56, -0.98], [-0.64, 0.58, 0.24], [-1.10, -0.20, -0.11], [-0.07, 0.22, -0.15], [-1.00, -0.27, -0.01], [1.28, -0.34, 0.50], [-1.31, -0.13, -0.22], [1.56, 0.54, 0.25], [-0.16, 0.18, 3.14], [0.59, -0.88, -1.39], [0.39, 0.04, 0.49], [0.27, 0.64, 0.66], [-0.24, -0.39, -0.22], [-2.39, 0.21, -1.50], [1.20, -1.50, -0.20], [-0.39, 0.92, -0.45], [-1.39, -0.06, -1.32], [0.55, -1.07, 0.70], [0.57, 0.38, 1.30], [1.49, 0.17, 1.41], [0.67, -0.16, -0.98], [-1.39, -1.10, -1.30], [-1.31, 3.48, -1.77], [-0.52, -0.74, 0.68], [-0.43, -1.45, 0.06], [1.40, -0.82, 0.97], [-0.17, 0.42, 0.23], [-0.05, 0.31, -0.12], [-0.06, -0.25, 0.01], [0.02, -0.56, -0.46], [-0.34, 0.23, -0.35], [-0.26, 0.14, -0.28], [0.38, -0.17, -0.44], [0.24, 0.52, -0.50], [0.04, 0.11, 0.29], [0.19, 0.08, -0.24], [0.31, 0.06, 0.43], [0.01, -0.17, -0.21], [-0.21, 0.05, -0.30], [-0.14, 0.28, 0.09], [-0.21, 0.10, -0.07], [-0.22, -0.06, 0.34], [-0.31, 0.15, 0.12], [-0.11, -0.19, 0.24], [0.11, -0.23, 0.06], [0.12, -0.14, 0.08], [0.21, 0.04, -0.03], [-0.24, 0.20, -0.16], [-0.12, 0.12, -0.07], [-0.30, 0.01, -0.03], [0.54, -0.03, -0.73], [0.02, 0.37, -0.29], [0.12, 0.15, 0.32], [0.01, 0.07, -0.29], [-0.25, 0.26, 0.02], [-0.12, -0.01, -0.33], [-0.32, -0.28, 0.06], [-0.05, -0.10, 0.05], [-0.18, 0.19, 0.33], [-0.29, 0.21, 0.20], [0.00, 0.32, -0.04], [0.02, -0.07, -0.29], [0.25, 0.33, 0.08], [0.14, 0.09, 0.09], [-0.20, -0.02, 0.08], [0.17, -0.14, 0.39], [0.32, -0.06, 0.09], [-0.04, 0.25, -0.25], [0.09, 0.12, 0.13], [0.17, 0.11, 0.00], [-0.06, -0.03, -0.16], [0.04, 0.03, 0.04], [0.05, 0.07, 0.05], [-0.11, -0.23, -0.23], [-0.01, 0.05, -0.24], [0.03, -0.17, -0.01], [-0.15, -0.11, 0.01], [0.06, -0.05, 0.12], [-0.08, 0.02, 0.11], [0.08, 0.19, 0.05], [0.05, 0.13, 0.25], [0.01, -0.02, 0.00], [0.02, 0.15, -0.11], [0.03, -0.07, 0.08], [0.02, 0.00, 0.02], [-0.11, -0.19, -0.22], [0.00, 0.01, -0.21], [0.02, -0.13, -0.01], [-0.12, -0.07, 0.00], [0.06, -0.05, 0.11], [-0.08, 0.01, 0.11], [0.08, 0.19, 0.05]]}

---

(2)
{"formula": "C7H10O", "method": "wB97M-V/def2-TZVPD", "fmax_ha_per_bohr": 0.1123, "de_lowest_kcal_mol": 120.5, "smiles": "CC1=CCC[C@@H]2O[C@@H]12", "lumo_energy_ha": 0.0367, "symbols": ["C", "C", "C", "C", "C", "C", "C", "H", "H", "H", "H", "H", "H", "H", "H", "H", "H", "O"], "positions_angstrom": [[-2.548684, 0.043145, -0.122352], [-1.103057, 0.138197, 0.138232], [-0.376031, -1.023894, 0.077339], [1.192864, -1.321030, -0.042182], [1.941877, 0.128325, 0.078670], [0.996909, 1.155517, -0.345700], [-0.096511, 1.243840, 0.514551], [-3.045081, 0.601897, 0.737650], [-2.898536, 0.516740, -0.987787], [-3.051655, -0.982345, -0.113321], [-0.856290, -1.925330, -0.186326], [1.518066, -1.673209, -1.066240], [1.671081, -1.973473, 0.666524], [2.998640, 0.142191, -0.449452], [2.444266, 0.191817, 1.066571], [0.754510, 1.117574, -1.430515], [0.252923, 1.192433, 1.597711], [0.204704, 2.427601, -0.133370]], "atomic_forces_ev_per_a": [[-2.09, 0.02, 3.15], [2.81, -2.56, 0.01], [1.26, -0.02, -0.83], [-0.20, 3.92, -1.15], [5.63, -1.07, 0.69], [-0.41, 0.24, -3.64], [-3.08, -1.54, 1.64], [0.16, -0.54, -0.99], [-0.16, 0.91, -1.46], [1.35, 1.09, 0.03], [-1.11, -0.85, -0.03], [-1.11, 0.03, 0.93], [-0.36, -0.30, 0.53], [-2.22, -0.27, -0.09], [-1.30, 0.37, 0.18], [0.23, -1.12, 0.76], [-0.89, 0.34, -1.18], [1.49, 1.35, 1.46]]}

---

(3)
{"formula": "C31H29BaN5O3PS6Sb", "method": "wB97M-V/def2-TZVPD", "fmax_ha_per_bohr": 0.2981, "charge": -1, "de_lowest_kcal_mol": 371.1, "spin_multiplicity": 2, "lumo_energy_ha": [0.0762, 0.0762], "symbols": ["Ba", "N", "C", "C", "C", "C", "C", "C", "S", "O", "O", "N", "C", "N", "C", "C", "C", "N", "H", "H", "H", "H", "H", "H", "H", "H", "H", "S", "Sb", "S", "S", "S", "C", "N", "C", "C", "S", "H", "H", "H", "H", "H", "O", "P", "C", "C", "C", "C", "C", "C", "C", "C", "C", "C", "C", "C", "C", "C", "C", "C", "C", "C", "H", "H", "H", "H", "H", "H", "H", "H", "H", "H", "H", "H", "H", "H", "H"], "positions_angstrom": [[-0.895764, 0.150706, 0.894031], [-7.927149, -3.575749, 3.251433], [-6.620379, -3.081759, 2.953493], [-6.147185, -1.911848, 3.595970], [-4.971453, -1.326788, 3.253359], [-4.143230, -1.927180, 2.215944], [-4.610813, -3.162801, 1.578534], [-5.828858, -3.680529, 1.967453], [-2.809363, -1.087189, 1.709943], [-1.558378, -1.780613, 2.005718], [-2.737852, 0.265480, 2.260691], [-2.537254, -0.803065, 0.046590], [-1.621219, -1.639282, -0.589188], [-1.830567, -2.952413, -0.557960], [-1.113335, -3.667558, -1.412186], [-0.211727, -3.082991, -2.292872], [0.064810, -1.759262, -2.078264], [-0.583839, -1.020829, -1.163396], [-8.290032, -3.329466, 4.156555], [-8.095655, -4.534747, 2.999991], [-6.754235, -1.459956, 4.376901], [-4.653994, -0.403709, 3.714578], [-4.017398, -3.640748, 0.817528], [-6.192445, -4.586020, 1.485505], [-1.268905, -4.741987, -1.388855], [0.301828, -3.655013, -3.053921], [0.837320, -1.227719, -2.626615], [3.669053, -0.129229, 4.656621], [2.938929, 1.355671, 3.141723], [0.451651, 1.078293, 2.798977], [1.549253, 0.196314, 1.347852], [2.279645, 1.393112, -2.091084], [1.878815, 2.680781, -1.132659], [2.478761, 3.009415, 0.025977], [1.660708, 3.857802, 0.912437], [1.096557, 4.882329, -0.049837], [0.650336, 3.872734, -1.504936], [3.047418, 2.290424, 0.441603], [2.289331, 4.270827, 1.690435], [0.847584, 3.276227, 1.357754], [1.850260, 5.605068, -0.359236], [0.206244, 5.385980, 0.321546], [-1.621022, 1.574675, -0.340914], [-2.908105, 0.860948, -0.718973], [-3.728754, 2.455522, -1.661687], [-4.963782, 2.393263, -2.330406], [-5.503106, 3.498317, -2.975767], [-4.828959, 4.720222, -2.964046], [-3.612176, 4.809588, -2.312838], [-3.074956, 3.686844, -1.671474], [-2.994349, 0.023919, -2.423303], [-3.575469, -1.197687, -2.756763], [-3.380679, -1.758086, -4.024703], [-2.574373, -1.124297, -4.955931], [-1.950634, 0.072346, -4.618004], [-2.164989, 0.640279, -3.374829], [-4.420242, 1.040868, 0.387683], [-4.605530, 2.190724, 1.164351], [-5.801116, 2.399775, 1.824104], [-6.860664, 1.504530, 1.665203], [-6.698815, 0.376587, 0.887012], [-5.460869, 0.117576, 0.277717], [-5.515255, 1.461552, -2.342176], [-6.452222, 3.412764, -3.491995], [-5.254440, 5.585303, -3.460170], [-3.070886, 5.751702, -2.303680], [-2.116346, 3.762005, -1.171605], [-4.142015, -1.749792, -2.023109], [-3.842537, -2.709217, -4.260502], [-2.405089, -1.574315, -5.927174], [-1.282874, 0.556548, -5.320723], [-1.647011, 1.551611, -3.101482], [-3.787953, 2.895713, 1.264403], [-5.927088, 3.278895, 2.446342], [-7.810838, 1.701792, 2.148279], [-7.517488, -0.317326, 0.748168], [-5.327146, -0.796662, -0.278243]], "atomic_forces_ev_per_a": [[13.75, 4.77, 4.81], [0.35, 0.43, -0.43], [-0.35, -0.25, 0.12], [-0.34, -0.10, 0.05], [0.39, -0.19, -0.88], [-0.71, -0.20, 0.11], [0.23, 0.91, 0.57], [-0.07, 0.06, 0.00], [-4.24, -3.53, 4.08], [-0.86, -2.61, 0.64], [-2.60, -0.05, 1.67], [-5.39, -3.88, -4.15], [-0.91, -1.72, -1.27], [-0.21, -0.17, -0.57], [-0.14, 0.02, 0.26], [0.14, -0.36, 0.01], [0.34, 0.71, 0.11], [-0.52, -1.82, -2.37], [0.12, -0.11, 0.10], [0.09, -0.08, 0.14], [0.03, -0.01, -0.04], [0.07, -0.01, 0.06], [0.14, -0.06, -0.05], [0.05, 0.05, 0.02], [-0.03, 0.05, -0.04], [-0.01, 0.03, 0.08], [-0.03, -0.06, 0.03], [-0.10, 0.15, -0.16], [0.09, -0.29, 0.29], [2.27, 1.85, 4.16], [5.32, -0.31, 0.70], [-0.16, 0.23, 0.04], [0.37, 0.11, -0.26], [-0.41, 0.15, 0.25], [0.14, -0.16, -0.66], [-0.12, 0.00, -0.21], [0.01, -0.06, -0.05], [0.06, -0.17, 0.02], [0.06, 0.21, 0.13], [0.13, -0.01, 0.06], [-0.01, 0.09, 0.08], [0.05, -0.01, 0.04], [-2.87, 4.19, -4.12], [-5.56, 2.95, -3.84], [0.30, 0.03, 0.03], [0.33, 0.13, 0.12], [0.13, -0.01, 0.11], [-0.09, -0.16, -0.03], [0.13, -0.18, 0.16], [-0.08, 0.03, -0.05], [0.86, -0.18, 0.42], [0.09, 0.16, -0.09], [-0.06, 0.17, 0.22], [-0.01, -0.04, 0.10], [-0.06, 0.04, 0.01], [-0.17, -0.04, 0.26], [-0.09, -0.68, -0.58], [0.18, -0.23, -0.11], [0.02, 0.01, -0.10], [0.00, 0.10, -0.04], [0.38, -0.10, -0.17], [-0.09, 0.61, 0.18], [-0.07, -0.13, -0.02], [-0.02, -0.01, 0.02], [0.02, -0.03, 0.00], [-0.02, -0.07, 0.02], [-0.02, 0.02, -0.01], [-0.13, -0.05, 0.12], [-0.03, 0.02, 0.00], [-0.02, 0.02, 0.02], [-0.02, 0.01, 0.03], [-0.03, 0.06, -0.05], [-0.06, 0.04, -0.02], [0.03, -0.03, -0.03], [0.04, -0.03, 0.01], [0.02, -0.07, 0.08], [0.01, -0.13, -0.11]]}